Record 1
C25H25BF4FeN3OPS5 as an isolated structure, computed with wB97M-V/def2-TZVPD.

Results
- Lowest unoccupied orbital energy (spin up / spin down): 2.42 / 1.87 eV
- Orbital gap (spin up / spin down): 0.261 / 0.250 hartree
- Energy above the lowest of the compared OMol25 structures with the same formula, charge and spin: 0.148 eV

```
! RIJCOSX wB97M-V def2-TZVPD def2/J DEFGRID3
* xyz -1 6
Fe -0.460 0.094 -0.108
S -0.452 0.168 2.334
C -1.174 -1.347 2.780
C -1.264 -1.712 4.139
C -1.885 -2.877 4.532
C -2.438 -3.731 3.573
C -2.351 -3.397 2.238
C -1.717 -2.213 1.823
S -1.620 -1.879 0.116
H -0.838 -1.041 4.877
H -1.949 -3.127 5.584
H -2.926 -4.651 3.873
H -2.769 -4.048 1.479
O -0.948 1.807 -0.182
C -1.862 2.842 -0.095
C -3.285 2.287 -0.013
C -3.706 1.273 0.795
C -5.096 1.004 0.659
C -5.700 1.833 -0.240
S -4.583 2.918 -0.937
C -1.717 3.728 -1.334
C -1.474 3.281 -2.597
C -1.402 4.338 -3.548
C -1.594 5.562 -2.980
S -1.847 5.439 -1.296
C -1.561 3.651 1.167
C -0.347 3.776 1.768
C -0.380 4.625 2.911
C -1.625 5.128 3.146
S -2.756 4.552 2.004
H -3.033 0.738 1.454
H -5.617 0.232 1.209
H -6.736 1.848 -0.544
H -1.334 2.237 -2.838
H -1.214 4.184 -4.603
H -1.591 6.530 -3.458
H 0.529 3.259 1.403
H 0.481 4.848 3.526
H -1.940 5.786 3.941
F 1.659 0.518 -2.762
B 0.473 -0.024 -3.293
F 0.688 -1.288 -3.821
F -0.139 0.834 -4.186
F -0.450 -0.178 -2.135
C 4.538 -1.771 -1.019
N 3.426 -2.713 -0.929
C 3.466 -3.374 0.370
N 3.457 -2.451 1.505
C 4.571 -1.515 1.345
N 4.574 -0.790 0.073
C 3.457 0.158 -0.009
P 1.837 -0.712 0.122
C 2.147 -2.029 -1.150
C 2.180 -1.736 1.614
H 4.478 -1.241 -1.969
H 5.471 -2.338 -0.988
H 4.385 -3.962 0.424
H 2.612 -4.049 0.454
H 5.500 -2.084 1.407
H 4.548 -0.793 2.164
H 3.483 0.697 -0.957
H 3.542 0.889 0.796
H 2.135 -1.584 -2.138
H 1.323 -2.742 -1.105
H 1.353 -2.437 1.738
H 2.185 -1.093 2.493
*
```

Record 2
C25H25BaCl3F5IN10SSi as an isolated structure, computed with wB97M-V/def2-TZVPD.

Results
- Lowest unoccupied orbital energy: -0.57 eV
- Orbital gap: 0.251 hartree
- Energy above the lowest of the compared OMol25 structures with the same formula, charge and spin: 1.112 eV

```
! RIJCOSX wB97M-V def2-TZVPD def2/J DEFGRID3
* xyz 0 1
Ba -0.434 -0.644 0.649
N -2.264 -3.810 3.844
C -1.177 -3.295 3.278
N -1.531 -2.394 2.380
C -2.901 -2.413 2.454
N -3.384 -3.258 3.332
C -3.785 -1.544 1.632
C -5.165 -1.629 1.744
N -5.973 -0.831 1.057
C -5.389 0.051 0.250
C -4.015 0.122 0.111
N -3.209 -0.682 0.798
H -2.330 -4.507 4.564
H -0.174 -3.600 3.534
H -5.614 -2.358 2.406
H -6.031 0.720 -0.308
H -3.557 0.835 -0.565
N -2.682 5.738 -3.406
C -2.795 4.480 -3.852
S -3.600 4.103 -5.232
C -2.121 3.438 -2.976
C -1.545 3.741 -1.749
C -0.963 2.731 -1.001
N -0.924 1.462 -1.407
C -1.477 1.171 -2.591
C -2.078 2.119 -3.400
H -3.121 6.468 -3.940
H -2.180 5.983 -2.574
H -1.540 4.734 -1.321
H -0.530 2.948 -0.032
H -1.441 0.132 -2.906
H -2.516 1.840 -4.349
Cl -2.952 -2.568 -2.184
Si -0.879 -2.664 -1.502
Cl 0.133 -2.767 -3.441
Cl -0.826 -4.774 -0.921
C 4.980 0.222 -2.733
C 3.649 -0.528 -2.838
C 3.874 -2.044 -2.774
C 2.905 -0.150 -4.124
C 2.785 -0.152 -1.688
N 2.065 0.093 -0.827
H 5.605 -0.053 -3.584
H 5.509 -0.040 -1.815
H 4.829 1.302 -2.749
H 4.509 -2.337 -3.612
H 2.928 -2.580 -2.844
H 4.372 -2.327 -1.844
H 3.530 -0.415 -4.980
H 2.699 0.921 -4.163
H 1.961 -0.691 -4.198
F -2.217 0.734 3.389
C -1.384 1.357 2.430
F -2.277 2.214 1.724
C -0.585 2.346 3.267
F 0.182 1.703 4.171
F 0.261 3.046 2.452
F -1.308 3.261 3.942
N 2.346 -4.173 0.142
C 1.972 -3.200 0.648
H 2.535 -5.008 -0.372
I 3.548 -2.953 5.446
C 3.276 -1.258 4.291
C 4.004 -0.100 4.511
C 3.762 0.986 3.686
C 2.808 0.873 2.689
N 2.106 -0.239 2.476
C 2.343 -1.284 3.267
H 4.735 -0.045 5.306
H 4.299 1.915 3.819
H 2.587 1.710 2.038
H 1.776 -2.186 3.075
*
```

Record 3
C25H25BaN5O4S as an isolated structure, computed with wB97M-V/def2-TZVPD.

Results
- Lowest unoccupied orbital energy: 0.54 eV
- Orbital gap: 0.324 hartree

```
! RIJCOSX wB97M-V def2-TZVPD def2/J DEFGRID3
* xyz 0 1
Ba 0.681 -0.296 -0.862
C -2.663 -2.924 -0.582
C -1.577 -2.583 0.401
C -1.694 -1.494 1.261
C -0.742 -1.245 2.248
C -0.876 -0.082 3.193
C 0.342 -2.110 2.360
C 0.501 -3.195 1.506
C 1.677 -4.121 1.641
C -0.455 -3.405 0.515
H -3.324 -2.076 -0.746
H -3.253 -3.763 -0.206
H -2.243 -3.202 -1.547
H -2.562 -0.852 1.184
H -0.815 -0.416 4.230
H -1.828 0.429 3.056
H -0.065 0.627 3.019
H 1.083 -1.924 3.129
H 2.467 -3.834 0.945
H 1.388 -5.152 1.435
H 2.096 -4.074 2.646
H -0.351 -4.256 -0.152
O -0.523 1.031 -3.282
C -1.365 0.382 -2.640
O -1.315 -0.847 -2.363
C -2.373 1.201 -1.863
C -3.431 1.950 -2.346
C -4.127 2.741 -1.448
C -3.720 2.788 -0.122
C -2.635 2.017 0.263
N -1.989 1.217 -0.581
H -3.689 1.920 -3.395
H -4.970 3.333 -1.781
H -4.229 3.414 0.598
H -2.263 2.041 1.281
N 7.671 -0.318 4.670
C 6.628 -0.249 3.759
C 5.497 -1.056 3.919
C 4.480 -1.018 2.987
C 4.583 -0.178 1.886
C 5.701 0.626 1.711
C 6.719 0.586 2.642
S 3.260 -0.090 0.749
O 3.726 0.532 -0.482
O 2.725 -1.440 0.540
N 2.002 0.697 1.302
C 1.992 2.077 1.231
N 3.046 2.796 1.649
C 2.940 4.109 1.540
C 1.815 4.746 1.032
C 0.790 3.916 0.621
N 0.863 2.591 0.716
H 7.435 -0.663 5.586
H 8.289 0.475 4.693
H 5.428 -1.715 4.775
H 3.603 -1.644 3.098
H 5.752 1.275 0.848
H 7.600 1.204 2.513
H 3.795 4.687 1.878
H 1.760 5.821 0.955
H -0.123 4.311 0.187
*
```

Record 4
C25H25Cl2N6O4RbSe2 as an isolated structure, computed with wB97M-V/def2-TZVPD.

Results
- Lowest unoccupied orbital energy: 3.17 eV
- Orbital gap: 0.141 hartree
- Energy above the lowest of the compared OMol25 structures with the same formula, charge and spin: 0.232 eV

```
! RIJCOSX wB97M-V def2-TZVPD def2/J DEFGRID3
* xyz -2 1
Rb -0.696 1.449 -0.368
N 3.481 2.062 -2.764
C 2.146 1.929 -2.754
N 1.663 2.544 -1.706
C 2.768 3.016 -1.073
N 3.903 2.746 -1.682
C 2.682 3.704 0.234
C 3.684 4.554 0.679
N 3.618 5.165 1.861
C 2.541 4.908 2.596
C 1.535 4.053 2.161
N 1.605 3.457 0.975
H 4.153 1.656 -3.386
H 1.574 1.372 -3.488
H 4.557 4.739 0.062
H 2.479 5.394 3.562
H 0.672 3.815 2.792
O -1.526 0.536 2.065
C -2.704 0.158 2.762
C -3.632 1.365 3.030
C -4.487 0.941 4.224
O -5.564 1.813 4.558
C -4.504 1.518 1.757
Se -5.716 3.087 1.562
C -2.868 2.690 3.328
Se -1.219 2.670 4.466
H -1.049 1.098 2.753
H -2.428 -0.321 3.707
H -3.240 -0.574 2.151
H -3.826 0.871 5.093
H -4.876 -0.073 4.020
H -5.806 2.354 3.762
H -5.131 0.628 1.667
H -3.839 1.526 0.892
H -3.563 3.374 3.795
H -2.591 3.148 2.384
Cl 2.102 -3.916 -4.256
C 2.989 -2.945 -3.118
C 4.315 -2.696 -3.446
C 5.061 -1.778 -2.732
C 4.455 -1.074 -1.703
C 3.144 -1.341 -1.366
Cl 2.429 -0.412 -0.088
C 2.360 -2.334 -2.013
N 1.070 -2.494 -1.551
C 0.194 -3.580 -1.604
C 0.658 -4.897 -1.585
C -0.218 -5.967 -1.655
C -1.583 -5.735 -1.712
C -2.048 -4.426 -1.629
C -1.195 -3.329 -1.533
C -1.814 -1.976 -1.193
C -1.495 -0.711 -2.028
O -2.440 -0.085 -2.514
O -0.265 -0.340 -2.054
H 4.737 -3.207 -4.301
H 6.096 -1.590 -2.994
H 4.995 -0.320 -1.142
H 0.581 -1.566 -1.534
H 1.725 -5.074 -1.527
H 0.167 -6.982 -1.655
H -2.285 -6.559 -1.779
H -3.118 -4.242 -1.603
H -1.521 -1.722 -0.165
H -2.893 -2.077 -1.200
*
```

Record 5
An isolated ion of composition C25H25F3NO and charge +1, computed with wB97M-V/def2-TZVPD.

Results
- Lowest unoccupied orbital energy: -2.44 eV
- Orbital gap: 0.314 hartree
- SMILES: Cc1ccc([C@H](c2ccc(Oc3ccccc3)cc2)[N@H+]2CCC[C@@H]2C(F)(F)F)cc1

```
! RIJCOSX wB97M-V def2-TZVPD def2/J DEFGRID3
* xyz 1 1
C -6.888 -1.769 1.247
C -5.658 -0.954 1.590
C -5.568 0.406 1.264
C -4.484 1.165 1.698
C -3.474 0.619 2.498
C -2.327 1.547 2.925
C -0.979 1.167 2.307
C -0.363 -0.050 2.614
C 1.027 -0.111 2.692
C 1.771 0.963 2.209
O 3.142 1.041 2.440
C 4.019 0.135 1.837
C 4.976 0.695 0.984
C 5.606 -0.140 0.065
C 5.343 -1.514 0.069
C 4.482 -2.065 1.022
C 3.854 -1.244 1.960
C 1.150 2.071 1.606
C -0.237 2.136 1.596
C -3.498 -0.763 2.713
C -4.570 -1.537 2.251
H -6.794 -2.788 1.645
H -7.779 -1.322 1.711
H -7.102 -1.833 0.168
H -6.334 0.867 0.636
H -4.379 2.207 1.399
H -2.573 2.577 2.649
H -0.930 -0.961 2.774
H 1.510 -0.984 3.116
H 5.132 1.773 1.003
H 6.303 0.295 -0.653
H 5.827 -2.165 -0.660
H 4.290 -3.139 1.055
H 3.222 -1.663 2.742
H 1.764 2.865 1.179
H -0.766 2.967 1.116
H -2.683 -1.281 3.210
H -4.557 -2.625 2.372
C -1.529 3.859 5.167
C -0.913 2.527 4.761
N -2.091 1.629 4.386
C -3.243 2.087 5.293
C -3.103 1.155 6.478
F -4.009 1.298 7.465
F -3.132 -0.155 6.047
F -1.852 1.348 7.032
C -2.942 3.541 5.660
H -0.923 4.281 5.974
H -1.521 4.601 4.356
H -0.214 2.597 3.933
H -0.396 2.047 5.595
H -1.859 0.683 4.687
H -4.192 1.957 4.772
H -2.973 3.651 6.748
H -3.694 4.220 5.251
*
```

Record 6
C25H25FN2O4S2 as an isolated structure, computed with wB97M-V/def2-TZVPD.

Results
- Lowest unoccupied orbital energy: -5.01 eV
- Orbital gap: 0.073 hartree
- Energy above the lowest of the compared OMol25 structures with the same formula, charge and spin: 0.233 eV

```
! RIJCOSX wB97M-V def2-TZVPD def2/J DEFGRID3
* xyz 0 1
C -5.088 -2.275 4.025
C -5.908 -1.182 3.717
C -5.359 0.064 3.442
C -3.977 0.221 3.456
S -3.466 1.947 3.269
N -3.214 2.162 1.622
F 0.211 -0.383 0.794
S -2.627 3.627 1.051
C -2.323 3.335 -0.715
C -1.073 2.999 -1.280
C -0.962 2.964 -2.679
C -2.067 3.273 -3.495
C -3.270 3.674 -2.900
C -3.390 3.722 -1.517
O -3.767 4.538 1.152
O -1.310 4.001 1.524
O -4.644 2.762 3.580
O -2.289 1.988 4.113
C -3.124 -0.835 3.829
C -3.698 -2.085 4.103
H -5.543 -3.256 4.210
H -6.989 -1.280 3.681
H -6.001 0.913 3.228
H -0.193 2.778 -0.670
H -0.012 2.715 -3.165
H -2.000 3.204 -4.589
H -4.134 3.946 -3.502
H -4.312 4.067 -1.058
H -2.042 -0.707 3.914
H -3.075 -2.934 4.393
C 3.100 0.011 -4.103
C 1.577 0.171 -3.858
C 1.283 -0.518 -2.511
N 2.611 -0.690 -1.883
C 2.710 -1.420 -0.755
C 1.651 -1.936 -0.053
C 2.094 -2.941 0.954
C 3.621 -2.832 0.824
C 3.967 -1.881 -0.147
C 5.297 -1.523 -0.372
C 6.275 -2.219 0.362
C 5.931 -3.227 1.292
C 4.577 -3.545 1.516
C 3.695 -0.636 -2.842
H 3.286 -0.687 -4.934
H 3.623 0.973 -4.237
H 1.329 1.246 -3.797
H 0.992 -0.314 -4.655
H 0.656 0.108 -1.861
H 0.748 -1.487 -2.655
H 0.709 -1.230 0.157
H 1.710 -2.832 1.972
H 1.790 -3.932 0.584
H 5.550 -0.743 -1.099
H 7.324 -2.011 0.137
H 6.704 -3.831 1.782
H 4.244 -4.364 2.159
H 4.082 -1.654 -3.064
H 4.510 -0.017 -2.444
*
```

Record 7
C25H25I2MoN2O6Te as an isolated structure, computed with wB97M-V/def2-TZVPD.

Results
- Lowest unoccupied orbital energy (spin up / spin down): -4.07 / -5.52 eV
- Orbital gap (spin up / spin down): 0.253 / 0.176 hartree

```
! RIJCOSX wB97M-V def2-TZVPD def2/J DEFGRID3
* xyz 1 3
Mo -1.201 0.983 0.892
O -3.381 3.565 0.866
C -2.412 3.245 0.248
O -2.206 1.966 -0.088
C -1.347 4.156 -0.328
C -1.076 3.690 -1.788
C -0.279 4.766 -2.536
C 1.113 4.593 -1.902
C 0.851 3.435 -0.931
O -0.135 2.644 -1.592
C 0.056 3.935 0.298
C 0.075 2.839 1.358
O 1.099 2.141 1.492
O -0.961 2.668 2.080
H -1.694 5.186 -0.247
H -1.966 3.328 -2.309
H -0.703 5.757 -2.390
H -0.263 4.542 -3.602
H 1.461 5.486 -1.386
H 1.862 4.299 -2.636
H 1.719 2.826 -0.687
H 0.467 4.842 0.744
C 2.190 -3.983 2.980
N 1.104 -3.045 2.994
N 1.151 -1.858 2.336
C -0.018 -1.208 2.554
O -0.316 -0.094 1.965
C -0.827 -2.030 3.345
C -0.086 -3.174 3.603
C -0.463 -4.384 4.364
C 2.250 -1.409 1.547
C 2.858 -0.196 1.848
C 3.864 0.272 1.018
C 4.297 -0.485 -0.060
C 3.709 -1.714 -0.323
C 2.667 -2.174 0.461
H 3.124 -3.455 2.795
H 2.048 -4.733 2.197
H 2.253 -4.489 3.944
H -1.811 -1.793 3.695
H -1.515 -4.346 4.634
H 0.126 -4.466 5.277
H -0.274 -5.282 3.777
H 2.539 0.365 2.712
H 4.308 1.232 1.224
H 5.076 -0.128 -0.714
H 4.033 -2.289 -1.176
H 2.172 -3.107 0.223
Te -1.026 -1.114 -0.622
C -2.466 -1.512 -2.157
C -2.561 -0.778 -3.327
C -3.484 -1.138 -4.296
C -4.328 -2.216 -4.087
C -4.215 -2.968 -2.930
C -3.276 -2.623 -1.973
H -1.913 0.071 -3.505
H -3.525 -0.585 -5.222
H -5.068 -2.476 -4.825
H -4.839 -3.837 -2.776
H -3.171 -3.237 -1.087
I 0.960 -0.531 -2.205
I 3.371 0.035 -3.763
*
```

| no. | calculated total energy (eV) | F_max (hartree/bohr) |
| --- | --- | --- |
| 1 | -142256.9487 | 0.0249 |
| 2 | -119898.5478 | 0.0501 |
| 3 | -53504.0783 | 0.0154 |
| 4 | -199857.0442 | 0.0328 |
| 5 | -38014.0726 | 0.0420 |
| 6 | -61879.7657 | 0.0845 |
| 7 | -66937.6165 | 0.1078 |